(1)
The following is a DFT calculation (wB97M-V/def2-TZVPD) of a 5-piece molecular cluster, C49H71ClN4O7P3S overall at a distorted geometry.

Output
HOMO-LUMO gap	0.2833	Eh
energy	-4537.7089	hartree
net charge	+1

Each line ends with the Mulliken charge.
Geometry (Å):
Cl1 1.1268 -0.3049 -2.2017  -0.281
S1 0.9385 -3.8165 3.1339  -0.390
P1 2.7220 -1.4447 -1.4279  0.118
P2 -1.5700 -3.4640 -5.1513  0.729
P3 2.7224 -3.3269 2.5393  0.121
O1 -1.2584 -4.7258 -6.0824  -0.134
O2 5.6311 -0.3786 -0.6519  -0.518
O3 -1.2857 -1.2745 3.1377  -0.104
O4 2.7369 -2.7358 -2.4302  -0.423
O5 -2.8938 -3.7257 -4.3051  -0.452
O6 -1.7630 -2.2623 -5.9747  -0.808
O7 4.2595 -2.8740 0.3106  -0.413
N1 2.0869 -2.0658 0.0793  1.574
N2 0.2046 -3.5284 -0.3421  0.638
N3 1.2726 -0.2779 2.3043  -0.136
N4 -0.0820 -1.4250 0.6227  1.325
C1 0.2917 1.8201 6.5059  -0.319
C2 -6.8659 10.0014 1.3640  -0.345
C3 -1.7987 1.0689 5.6436  -0.600
C4 -5.0112 10.2377 2.8752  -0.529
C5 3.5939 7.3895 6.1782  -0.511
C6 -2.6601 -10.9358 -7.6896  -0.334
C7 0.1471 -0.2639 5.4031  -0.506
C8 1.6177 8.1343 1.2590  -0.200
C9 3.2223 6.5355 7.2073  -0.448
C10 -1.6868 -11.8435 -7.2955  -0.458
C11 -2.5203 -9.5902 -7.3791  -0.559
C12 6.0896 -1.2553 0.3631  0.063
C13 -1.5298 -1.6100 0.7342  -0.541
C14 1.5798 5.5226 5.7730  -0.168
C15 -0.5778 -11.4080 -6.5837  -0.297
C16 -0.4402 -10.0632 -6.2689  -0.596
C17 2.5610 -4.4731 0.0260  -0.715
C18 2.2165 5.6008 7.0040  -0.429
C19 -2.8167 0.2800 1.9665  -1.369
C20 -4.3865 -1.7427 -4.3014  -1.322
C21 -1.1921 -0.0649 5.1884  0.779
C22 -0.1455 -3.1002 -4.0657  -0.808
C23 -6.0275 9.4147 0.4266  -0.554
C24 2.9135 -3.1383 0.6798  0.385
C25 7.1275 -2.2980 -0.1285  -1.294
C26 0.8939 0.6633 6.0670  -0.535
C27 1.9553 6.3733 4.7425  -0.283
C28 -0.1087 9.8428 -0.0847  -0.415
C29 -2.1619 -1.1294 2.0520  -0.252
C30 1.0381 -4.7080 -0.1049  -1.106
C31 -4.6796 9.2450 0.7109  -0.178
C32 -0.6378 -3.5170 -1.5579  -0.612
C33 0.6909 -2.3428 0.1062  -2.763
C34 -1.4096 -9.1542 -6.6701  -0.087
C35 2.9628 7.3057 4.9446  -0.141
C36 1.2358 10.1667 0.0339  -0.373
C37 2.0998 9.3117 0.7040  -0.555
C38 0.2718 7.8144 1.1478  -0.674
C39 -6.3573 10.4149 2.5875  -0.367
C40 0.3171 -5.5770 -7.7148  -1.298
C41 0.4975 -0.1355 1.0734  -1.211
C42 -4.1713 9.6540 1.9370  -0.101
C43 -0.4098 -4.3487 -7.1966  -0.213
C44 -1.0360 1.9969 6.2979  -0.554
C45 -0.5909 8.6677 0.4748  -0.095
C46 4.9395 -1.9027 1.1099  -0.481
C47 -3.3448 -2.5792 -3.5583  0.020
C48 -1.9177 -1.1403 4.4149  -1.227
C49 -0.0186 -4.0780 -2.8578  -0.892
H1 -6.4248 9.0904 -0.5269  0.351
H2 -1.6406 8.4173 0.3864  0.375
H3 5.3929 -2.3367 2.0055  0.360
H4 -7.0108 10.8750 3.3175  0.357
H5 -1.9920 -1.0551 -0.0858  0.085
H6 -0.9718 -3.8777 -7.9984  0.344
H7 -1.7930 -12.8919 -7.5432  0.359
H8 0.6171 -1.1660 5.0260  0.413
H9 -4.5254 -2.0456 -5.3359  0.301
H10 0.4239 -9.7235 -5.7115  0.343
H11 -3.2772 -8.8813 -7.6901  0.358
H12 7.2690 -2.1462 -1.1964  0.335
H13 -2.8547 1.2224 5.4686  0.420
H14 0.1795 -12.1169 -6.2741  0.359
H15 8.0847 -2.1675 0.3727  0.360
H16 -0.3085 -2.0749 -3.7466  0.253
H17 -2.1978 1.0525 2.4229  0.427
H18 1.6107 11.0861 -0.3967  0.376
H19 4.2587 -1.0910 1.3836  0.225
H20 -0.9674 -2.4982 -1.7561  0.131
H21 -4.0248 8.7929 -0.0241  0.331
H22 -0.7814 10.5068 -0.6123  0.376
H23 -0.6289 -4.9413 -3.1352  0.660
H24 -3.8184 0.2435 2.3863  0.356
H25 3.1380 -2.1689 3.2163  0.060
H26 6.3350 0.2666 -0.7815  0.332
H27 -0.3142 0.5583 1.2733  0.295
H28 0.3515 -3.6318 -6.8865  0.333
H29 0.8933 -5.5065 -0.8280  0.614
H30 -2.5162 -1.9228 -3.2920  0.016
H31 -4.6156 10.5556 3.8315  0.362
H32 -3.1203 9.5180 2.1610  0.334
H33 0.7650 -3.1200 -4.6617  0.465
H34 0.7901 4.7976 5.6158  0.330
H35 2.2923 7.4656 1.7799  0.457
H36 -7.9164 10.1369 1.1409  0.357
H37 3.6494 -4.3431 2.8539  0.226
H38 -1.8193 -2.6438 0.5755  0.384
H39 3.7163 6.5990 8.1683  0.367
H40 2.9155 -5.2617 0.6994  0.543
H41 2.1566 0.1981 2.1582  0.261
H42 -1.4954 2.9061 6.6704  0.386
H43 0.7305 -5.1337 0.8499  0.552
H44 0.9209 2.5429 7.0074  0.470
H45 1.9456 0.4738 6.2356  0.438
H46 3.3068 -2.5378 -3.1866  0.347
H47 -4.0452 -0.7078 -4.3317  0.322
H48 -3.7868 -2.9718 -2.6427  0.499
H49 -2.9913 -0.9550 4.3537  0.527
H50 -3.5277 -11.2770 -8.2395  0.363
H51 1.1017 0.3243 0.3014  0.663
H52 -5.3580 -1.7363 -3.8088  0.341
H53 0.9841 -5.9202 -6.9226  0.301
H54 6.7833 -3.3030 0.1117  0.285
H55 1.9283 4.9337 7.8073  0.364
H56 0.9279 -5.2713 -8.5634  0.426
H57 3.1082 -4.6346 -0.8980  0.306
H58 6.5967 -0.6610 1.1344  0.472
H59 -1.7780 -2.0834 4.9524  0.338
H60 -0.3716 -6.3648 -8.0094  0.280
H61 0.7846 0.1986 3.0530  0.206
H62 -3.0090 -1.8050 2.2348  0.646
H63 1.4611 6.3099 3.7809  0.187
H64 -1.3001 -8.1037 -6.4290  0.546
H65 3.2558 7.9692 4.1404  0.368
H66 0.9912 -4.4609 -2.7500  0.640
H67 3.1489 9.5632 0.7940  0.373
H68 4.3759 8.1206 6.3376  0.364
H69 -0.1060 6.8984 1.5860  0.344
H70 -2.9525 0.5543 0.9180  0.348
H71 -1.5583 -4.0699 -1.3531  0.531

(2)
The following is a DFT calculation (wB97M-V/def2-TZVPD) of C49H74O2P2RhSSiTe as an isolated structure.

Output
HOMO-LUMO gap (alpha / beta)	0.2275 / 0.2429	Eh
energy	-3810.7298	hartree
energy above the lowest of the compared OMol25 structures with the same formula, charge and spin	7.0	kcal per mole
spin multiplicity	5
net charge	+1

Each line ends with the Mulliken charge.
Geometry (Å):
Te1 -1.2593 -2.1447 -0.1237  0.312
Rh1 -0.1131 0.2903 0.2478  -0.306
S1 -3.7018 1.1173 0.9151  0.537
P1 0.0632 0.3980 -2.4331  -0.048
P2 0.2782 0.1543 2.7872  1.630
Si1 2.2370 0.7997 0.0553  1.602
O1 -2.4750 0.6067 0.2010  -0.876
O2 -0.3276 2.9757 0.2320  -0.243
C1 3.1358 1.0833 -4.6498  -0.480
C2 4.8765 0.5504 3.2582  -0.876
C3 -0.2603 -3.9621 -0.4852  0.799
C4 -3.0402 -2.0929 -3.9928  -0.836
C5 3.5219 -1.4119 -1.2089  -0.758
C6 0.4941 0.7499 -5.2891  0.251
C7 -1.8055 1.8229 3.5771  0.500
C8 -1.2725 -1.9966 3.7487  0.130
C9 -0.5837 0.8868 5.5207  -0.618
C10 -2.4144 0.8424 -3.6254  -0.338
C11 0.7010 1.3933 -3.9075  -0.108
C12 -1.0468 -5.0420 -0.8950  -0.788
C13 -2.3842 2.6344 5.8702  -0.845
C14 -1.3331 -3.3139 4.5225  -1.231
C15 1.0679 -2.5358 3.0296  -0.362
C16 0.1200 3.6178 -0.9774  1.021
C17 -5.0640 0.2033 0.1915  -0.982
C18 -4.0932 -0.9683 -4.1077  -0.495
C19 -2.2726 3.0241 4.3963  -0.918
C20 4.3130 0.5064 1.9939  -0.416
C21 1.1066 -4.1416 -0.2938  0.047
C22 1.6780 -5.3894 -0.4995  -1.024
C23 2.0982 0.4091 2.9346  -0.793
C24 1.2927 1.5429 -6.3282  -1.159
C25 4.0498 0.5610 4.3725  -1.143
C26 3.7470 -2.4143 -2.1406  -0.926
C27 -1.5488 -0.3167 -3.0655  2.234
C28 -0.4664 -4.3695 3.8397  -0.396
C29 1.6596 -1.8753 -3.2006  -0.680
C30 0.8906 -6.4648 -0.8920  -0.629
C31 2.9246 0.4439 1.7995  0.963
C32 2.3673 -0.6205 -1.2508  0.556
C33 -1.0584 2.0671 6.3793  -1.047
C34 1.4232 -0.8468 -2.2840  0.657
C35 -3.4692 0.3300 -4.6135  -1.157
C36 -1.6004 -1.5532 -3.9674  -0.323
C37 0.1697 -1.4824 3.6735  -0.241
C38 0.6964 4.9627 -0.5601  -0.910
C39 2.7997 -2.6616 -3.1231  -1.201
C40 -0.2219 3.8902 1.3355  0.342
C41 -0.4318 1.3361 4.0601  0.258
C42 2.8032 1.3331 -6.1288  -0.970
C43 2.1747 1.8386 -3.7329  0.495
C44 -4.0590 2.7048 0.1614  -0.736
C45 -0.0859 5.2719 0.7169  -0.741
C46 2.6770 0.4837 4.2047  -0.052
C47 -0.4725 -6.2875 -1.0918  -0.650
C48 0.9795 -3.8825 3.7516  -1.150
C49 3.4822 2.1117 -0.5299  -1.815
H1 -0.5616 0.7459 -5.5595  0.180
H2 -1.7687 2.0537 2.5134  -1.189
H3 -0.8470 -4.5606 2.8292  0.090
H4 -1.8114 1.6058 -4.1150  0.436
H5 -1.3279 0.0904 5.5881  0.148
H6 3.1250 2.7590 -1.3293  0.551
H7 0.6594 3.6359 1.9354  0.014
H8 -4.0772 2.5828 -0.9218  0.287
H9 0.4279 5.9691 1.3776  0.422
H10 -0.9585 -3.1487 5.5383  0.353
H11 2.4935 1.7097 -2.7058  -1.575
H12 -1.1081 3.7934 1.9594  -0.350
H13 0.9615 -2.0584 -4.0040  0.269
H14 -1.0694 5.6824 0.4773  0.333
H15 -1.9430 -1.2577 4.1920  0.183
H16 2.2521 2.9081 -3.9526  0.844
H17 -0.7385 3.7281 -1.6469  0.330
H18 -3.2531 3.3803 0.4485  -0.079
H19 -5.0170 3.0727 0.5346  0.507
H20 4.9745 0.5243 1.1337  0.348
H21 -2.6825 3.4948 6.4716  0.458
H22 4.2650 -1.2344 -0.4354  0.179
H23 0.5400 -1.3004 4.6881  0.945
H24 3.0661 0.0183 -4.4314  -0.231
H25 -4.9075 -1.2801 -4.7618  0.495
H26 -3.1658 1.8753 5.9791  0.317
H27 -3.1431 -2.7964 -4.8206  0.597
H28 5.9533 0.6012 3.3722  0.431
H29 3.1397 0.4783 -6.7194  0.398
H30 2.1030 -2.1924 2.9997  0.280
H31 3.7500 2.7462 0.3190  0.447
H32 1.5991 -4.6139 3.2272  0.456
H33 1.0000 1.2479 -7.3364  0.463
H34 -3.0119 0.1565 -5.5926  0.337
H35 -0.5168 -5.3125 4.3865  0.425
H36 0.8423 -0.2866 -5.2937  -0.091
H37 -1.6352 -2.1733 2.7298  -0.433
H38 0.7299 -2.6668 2.0055  -0.540
H39 4.4719 0.6159 5.3680  0.441
H40 -1.1696 1.7373 7.4138  0.440
H41 0.8558 2.9804 -1.4646  -1.132
H42 -0.2973 2.8535 6.3663  0.342
H43 1.7325 -3.3180 0.0184  0.543
H44 -1.0931 -7.1232 -1.3915  0.416
H45 -0.9495 -2.3381 -3.5836  -0.134
H46 -3.2331 3.3919 4.0239  0.434
H47 -2.0369 -0.6121 -2.1360  -0.688
H48 3.3476 2.2038 -6.5005  0.332
H49 4.3888 1.6135 -0.8912  0.563
H50 -2.1112 -4.9048 -1.0510  0.393
H51 4.6488 -3.0149 -2.0873  0.428
H52 -5.9958 0.5118 0.6679  0.441
H53 -2.3675 -3.6531 4.6127  0.418
H54 2.0543 0.4783 5.0894  0.212
H55 -5.0891 0.3940 -0.8810  0.280
H56 -1.2771 -1.3114 -4.9808  0.360
H57 2.9543 -3.4580 -3.8414  0.419
H58 1.3840 -3.7768 4.7647  0.366
H59 -4.5345 -0.7735 -3.1250  0.046
H60 0.2587 2.1868 4.0353  0.743
H61 -2.9085 1.3370 -2.7822  -0.477
H62 2.7441 -5.5176 -0.3549  0.461
H63 -1.5452 3.8370 4.2914  0.362
H64 -3.2167 -2.6603 -3.0750  0.066
H65 1.3390 -7.4395 -1.0400  0.416
H66 0.5770 5.7192 -1.3342  0.493
H67 1.0436 2.6030 -6.2216  0.323
H68 -2.5287 1.0080 3.7008  0.321
H69 4.1627 1.3814 -4.4329  0.673
H70 0.3421 0.4963 5.9400  0.511
H71 -4.2363 1.0925 -4.7570  0.555
H72 1.7599 4.8621 -0.3317  0.256
H73 -4.8719 -0.8508 0.3844  0.357
H74 0.0915 2.3014 -3.8717  0.917

(3)
The following is a DFT calculation (wB97M-V/def2-TZVPD) of a 12-piece molecular cluster, C49H79N2O34 overall at a distorted geometry.

Output
HOMO-LUMO gap	0.3234	Eh
energy	-4581.7869	hartree
net charge	+1

Each line ends with the Mulliken charge.
Geometry (Å):
O1 6.0120 -1.4214 3.9534  -0.192
O2 -2.6361 -2.6122 10.5035  -0.560
O3 7.9858 -2.2897 4.6051  -0.325
O4 3.7578 -0.6688 -4.7050  -0.342
O5 -0.0589 -3.0998 -6.3699  -0.279
O6 6.3479 -7.9792 -8.5481  -0.541
O7 6.3799 -3.0851 -8.4305  -0.355
O8 -5.6880 8.7586 2.4407  -0.309
O9 0.4509 8.6347 0.4614  -0.235
O10 -4.8232 -2.2043 5.8971  -0.317
O11 -6.7893 -1.2180 5.2681  -0.576
O12 -2.8497 -8.5514 -7.4347  -0.571
O13 4.9874 -0.6642 -2.7763  -0.606
O14 1.9855 -0.3191 5.0199  -0.311
O15 6.0639 -3.4854 4.9378  -0.575
O16 2.9104 -1.3330 6.8062  -0.332
O17 -1.9370 -2.7469 -5.1129  -0.598
O18 4.1807 -7.4129 -9.0114  -0.248
O19 -3.7142 7.8903 3.0924  -0.283
O20 -1.6491 -4.6928 -6.2811  -0.229
O21 5.0986 -9.2050 -10.0215  -0.311
O22 2.0411 10.2278 0.3725  -0.330
O23 1.3714 0.3285 7.1264  -0.596
O24 4.5103 -4.0467 -7.6217  -0.334
O25 -3.7805 -8.1253 -5.3887  -0.309
O26 -4.6020 -7.0975 -7.2171  -0.306
O27 -6.5121 -2.0517 7.3800  -0.317
O28 0.1630 10.5806 1.6295  -0.540
O29 -0.7142 -1.4165 10.1708  -0.323
O30 3.4798 -2.3297 -3.2089  -0.355
O31 -2.6880 -0.5483 9.5190  -0.351
O32 3.9691 -0.7536 1.2192  -0.239
O33 -5.6361 6.6946 3.4251  -0.598
O34 4.3598 -2.0591 -8.7446  -0.567
N1 -6.8944 2.0506 3.0398  -0.722
N2 -6.3912 3.0633 0.0910  -0.146
C1 4.3411 -1.5704 0.0216  -0.534
C2 3.0449 -1.1241 4.5378  0.150
C3 -5.8136 1.5474 2.1006  -0.258
C4 4.1456 0.6597 0.7912  -0.386
C5 3.0035 3.0791 1.0045  -0.557
C6 -6.1019 -1.7752 6.1076  0.604
C7 -5.2499 2.6837 1.0448  0.075
C8 3.2767 -7.8307 -10.0165  -0.301
C9 6.9765 -0.3926 3.8366  -0.165
C10 4.1488 -1.1757 -3.4993  0.601
C11 -6.8961 0.5050 -0.2237  -0.534
C12 3.4710 1.7383 1.8726  -0.227
C13 2.5772 9.0720 -0.2430  -0.383
C14 -4.3038 -2.5828 7.1581  0.038
C15 -2.0631 -1.6140 10.0998  0.650
C16 2.8850 4.4226 1.9411  -0.495
C17 -1.7235 0.4805 9.4023  -0.296
C18 -0.4268 -0.2622 9.4041  -0.027
C19 -5.5293 -2.8911 7.9557  -0.337
C20 1.3564 4.8343 2.3676  -0.657
C21 2.9530 -1.6542 -5.3241  0.322
C22 -1.0062 3.8651 1.5854  -0.845
C23 -3.4268 9.0447 2.3257  -0.154
C24 6.7896 -4.1585 -7.6046  -0.398
C25 -4.6835 -7.1337 -4.9368  -0.259
C26 -5.0631 7.6928 3.0214  0.682
C27 0.2711 4.8468 1.1368  -0.039
C28 2.0310 -0.3785 6.3830  0.562
C29 8.2732 -1.1353 3.8384  -0.448
C30 -4.7235 9.7874 2.3239  -0.351
C31 0.4772 -4.2556 -6.9854  -0.168
C32 3.7137 -9.2288 -10.3123  -0.365
C33 5.5549 -4.9919 -7.4865  0.087
C34 -3.6712 -7.9754 -6.7411  0.701
C35 -6.2178 0.2124 1.2396  -0.522
C36 -6.4414 1.9109 -0.9343  -0.478
C37 1.3658 8.2520 -0.5484  -0.131
C38 6.6369 -2.4872 4.5341  0.606
C39 -0.7342 -5.0755 -7.2908  -0.337
C40 3.2942 -2.0744 5.6638  -0.038
C41 5.3014 -8.1816 -9.1412  0.649
C42 0.8262 9.8765 0.8865  0.619
C43 -3.5370 4.8575 1.0652  -0.424
C44 -1.2738 -3.4510 -5.8560  0.565
C45 -5.4956 -6.8286 -6.1535  -0.339
C46 -4.6327 3.9513 1.8811  -0.741
C47 2.4507 -2.4617 -4.1715  -0.085
C48 -2.2426 4.0353 0.4872  -0.625
C49 5.0244 -2.9824 -8.3046  0.644
H1 -3.1211 8.7346 1.3210  0.174
H2 -3.6418 -3.4476 7.0608  0.305
H3 -3.1078 5.6456 1.8525  0.092
H4 -0.1211 -0.5723 8.3994  0.068
H5 4.8695 -0.8787 -0.7695  0.267
H6 6.8252 0.1783 2.9164  0.164
H7 -4.2094 3.6206 2.9241  0.227
H8 5.4700 -5.7301 -8.2909  -0.052
H9 -0.2014 5.9263 1.0112  0.051
H10 1.4162 5.9541 2.7743  0.238
H11 -7.3052 2.1940 -1.6991  0.333
H12 9.0827 -0.5587 4.2943  0.331
H13 -2.4762 2.9753 0.0503  0.271
H14 3.8925 3.2928 0.2368  0.267
H15 5.1104 -2.4214 0.2996  0.216
H16 4.3435 -2.3744 5.7305  0.050
H17 2.2979 -3.5121 -4.4341  0.175
H18 3.5798 0.8531 -0.2369  0.297
H19 -4.8202 10.4619 3.1812  0.281
H20 2.6706 -2.9723 5.5989  0.227
H21 1.1510 -4.7522 -6.2792  0.171
H22 -1.8748 1.0514 8.4821  0.290
H23 -5.2641 -0.4639 1.1535  0.327
H24 2.1418 -1.1914 -5.8928  0.317
H25 -6.5497 -0.3817 -0.9437  0.271
H26 -6.3674 -7.4844 -6.2496  0.291
H27 -4.8837 1.2716 2.7965  0.324
H28 -5.4015 -2.6666 9.0183  0.271
H29 7.1171 -3.7573 -6.6397  0.255
H30 -3.7352 -1.7438 7.5724  0.021
H31 0.3827 0.3144 9.8600  0.315
H32 1.0383 -3.9908 -7.8858  0.265
H33 -5.8293 -5.7876 -6.1808  0.288
H34 -4.0464 5.5188 0.2230  0.401
H35 2.0566 2.8477 0.3505  0.316
H36 3.2510 8.5754 0.4632  0.251
H37 -1.8202 1.1550 10.2596  0.252
H38 3.5759 -2.2420 -6.0066  -0.349
H39 -1.3309 4.1030 2.6898  0.399
H40 5.3099 0.8207 0.6781  0.243
H41 -5.4523 1.8407 -1.5756  0.340
H42 5.4902 -5.5062 -6.5238  0.396
H43 1.5672 7.1783 -0.5022  0.177
H44 3.5415 -9.5070 -11.3556  0.310
H45 -1.8228 4.6774 -0.4273  0.290
H46 4.3341 2.0893 2.5915  0.203
H47 -0.6093 2.7409 1.5464  0.181
H48 -7.3394 3.0393 0.5663  0.479
H49 0.9199 4.1601 3.2504  0.323
H50 3.1383 9.3368 -1.1434  0.323
H51 -4.4562 2.1195 0.3611  0.121
H52 6.8798 0.2818 4.6939  0.277
H53 3.9093 -0.4843 4.3314  -0.063
H54 -2.6173 9.6213 2.7816  0.262
H55 -6.2541 3.9980 -0.3663  0.387
H56 -1.1659 -4.8359 -8.2682  0.266
H57 -5.2943 -7.5123 -4.1126  0.300
H58 0.9341 8.4917 -1.5258  0.240
H59 3.3317 -2.0013 -0.3996  0.189
H60 2.2459 -7.7848 -9.6545  0.259
H61 -5.5496 4.6781 2.1189  0.317
H62 3.3797 -7.1684 -10.8825  0.284
H63 1.5218 -2.0605 -3.7530  0.267
H64 7.6186 -4.7054 -8.0621  0.330
H65 2.7541 -1.6368 3.6168  0.352
H66 -6.4724 2.6822 3.7855  0.294
H67 0.6991 4.5337 0.0930  0.335
H68 -8.0685 0.5299 -0.0967  0.317
H69 -4.1117 -6.2676 -4.5876  0.224
H70 -4.8748 10.3583 1.4037  0.298
H71 -7.2110 1.2068 3.6063  0.335
H72 8.5789 -1.4454 2.8337  0.293
H73 -7.0157 -0.3988 1.8694  0.255
H74 -0.5328 -6.1493 -7.2447  0.337
H75 -5.8471 -3.9335 7.8479  0.278
H76 3.4982 5.3099 1.4314  0.182
H77 3.4700 4.1865 2.9470  0.303
H78 2.5557 1.2431 2.4471  0.046
H79 3.2287 -9.9649 -9.6627  0.267